1.
This record from the Open Molecules 2025 dataset describes a cluster of 6 separate species, C26H39Cl10F9NO3S in total at a distorted geometry. The level of theory is the ωB97M-V functional and the def2-TZVPD basis.

E_LUMO ... -4.69 eV
Total charge ... +1
Molecular weight ... 971.18 g/mol
HOMO level ... -11.873 eV

The geometry in XYZ format:
```
89
Properties=species:S:1:pos:R:3:mulliken_charge:R:1
O 3.856 -1.595 0.758 -0.5957
C -0.203 -5.577 -2.574 -0.4972
Cl 1.455 -2.687 -5.169 -0.1223
H -1.612 9.435 -1.694 0.2322
H -3.286 9.074 0.157 0.0896
F 1.600 -0.230 0.407 -0.2917
Cl -1.215 7.503 1.790 -0.1972
Cl -3.179 2.615 -1.237 -0.2068
H 3.178 -5.580 -1.893 0.4752
H -1.344 -1.698 0.314 0.3278
Cl 1.547 8.309 -0.009 -0.1799
C -1.211 1.184 6.335 -0.4652
C -3.445 9.779 -0.656 -0.2357
H 0.721 -6.901 0.487 0.5021
H 2.064 6.160 0.769 0.2594
H 1.714 -4.071 3.373 0.2694
H -1.096 -2.249 1.969 -0.0372
C -1.325 -3.489 -1.714 0.1219
H -3.498 4.134 1.213 0.2777
C -2.244 -3.941 -0.571 -0.7208
C 1.218 -5.980 0.737 -0.2757
Cl -2.731 1.362 7.240 -0.1822
H -2.397 -5.016 -0.647 0.4100
F 1.282 -1.699 3.330 -0.2575
H -1.637 -2.519 -2.091 0.5014
H 3.178 -3.534 -0.518 0.6516
C -3.658 4.789 0.360 -0.0092
H -0.423 -6.092 -1.638 0.1832
H -0.360 6.153 0.062 0.1997
H -0.259 -6.324 -3.364 0.4826
H -2.157 1.444 4.414 0.3477
Cl -5.197 9.885 -0.956 -0.1840
Cl -3.025 7.684 -2.360 -0.1648
O 4.542 -2.732 2.825 -0.6686
Cl 3.185 -5.408 -6.158 -0.1862
C -1.281 -4.532 -2.834 -1.3496
C 2.313 0.343 2.579 0.3927
Cl -5.406 4.843 0.033 -0.1839
H -3.227 -3.473 -0.634 0.3358
C 1.277 0.531 1.455 0.8223
H -0.334 -3.376 -1.276 -0.0775
Cl -2.095 -0.882 4.774 -0.1810
N 1.768 -4.372 2.407 0.1561
C 2.753 -2.724 -6.393 -0.5332
C 2.139 -5.749 -1.614 -1.7726
F 0.479 2.717 1.869 -0.2142
C 2.591 -4.089 0.198 0.1616
F 1.870 1.061 3.625 -0.2693
H -2.922 10.006 -2.737 0.3791
H -0.595 0.455 6.855 0.3287
C -1.450 0.779 4.903 0.2663
C 1.214 -5.009 -2.599 -0.0307
H -1.803 4.420 -0.638 -0.0988
C 2.466 -1.119 3.088 0.4972
C 2.506 -3.671 1.517 -0.5057
H 3.460 -3.958 -7.985 0.3409
C -2.681 9.371 -1.888 -0.4357
H -3.356 5.799 0.633 -0.0254
H -0.513 0.801 4.354 -0.4554
H 1.959 -6.818 -1.693 0.4823
F 0.084 0.129 1.904 -0.1960
H -0.707 2.149 6.359 0.3328
H -2.246 -5.039 -2.848 0.4242
H -3.114 10.764 -0.333 0.3311
C 1.124 -5.491 2.045 -0.6461
F 3.131 -1.079 4.231 -0.2742
F 0.353 1.946 -0.127 -0.2334
S 3.503 -2.240 1.978 1.3062
H -3.110 4.919 -1.716 0.1942
C -2.870 4.328 -0.837 0.0346
F 3.514 0.786 2.241 -0.2637
F 2.257 2.551 0.656 -0.2551
H 1.635 -5.135 -3.589 -0.0158
H 1.252 -3.949 -2.361 0.4836
C 1.105 1.999 0.958 0.4974
H 0.550 -6.008 2.797 0.4488
H 3.700 -2.586 -5.878 0.3120
H -2.730 -2.051 1.366 0.3251
H 1.753 -4.208 -7.595 0.3100
H 2.591 -1.880 -7.060 0.3444
C -0.037 6.373 1.078 -0.0456
C 1.966 -5.280 -0.218 0.6004
H 1.646 7.255 2.094 0.3809
H -1.146 -4.081 -3.813 0.4008
O -1.667 -3.723 0.708 -0.2907
C -1.724 -2.368 1.089 -0.5355
C 2.736 -4.011 -7.175 -0.4591
C 1.364 6.927 1.097 -0.4440
H -0.081 5.458 1.666 0.0489
```

2.
This record from the Open Molecules 2025 dataset describes a structure of composition C26H39ClCrN3O4Se at a distorted geometry. The level of theory is the ωB97M-V functional and the def2-TZVPD basis.

E_LUMO (spin up / spin down) ... -0.12 / 0.15 eV
Molecular weight ... 624.02 g/mol
HOMO level (spin up / spin down) ... -6.232 / -6.428 eV
Energy relative to the best compared isomer or geometry (same formula, charge and spin) ... 68.13 kcal/mol
Multiplicity ... 4

The geometry in XYZ format:
```
75
Properties=species:S:1:pos:R:3:lowdin_spin:R:1
C 0.642 2.969 -3.158 -0.0002
C 1.213 3.185 4.914 0.0018
H -2.872 -1.202 -2.692 -0.0120
H -0.873 -5.620 -0.920 0.0000
H -1.284 -4.276 0.183 -0.0001
O 1.649 -0.182 0.345 0.0030
H 0.249 -0.843 5.594 0.0001
C -1.939 -1.317 -2.101 -0.0290
C -0.462 1.873 -5.058 -0.0005
C 0.626 0.474 -3.457 -0.0055
H 0.436 5.023 -5.843 0.0000
H -2.639 0.438 5.632 0.0002
O 1.764 0.180 -3.066 -0.0044
H 0.960 2.887 -2.101 0.0003
C -2.279 1.157 -1.680 -0.0382
H 1.583 1.007 2.308 0.0000
Cr -1.540 -0.191 0.316 3.2885
C -0.345 3.042 -5.797 0.0001
H -2.021 1.840 4.700 0.0001
H -0.900 0.960 -5.452 0.0000
O -0.727 -0.657 2.113 0.0118
C 0.318 4.139 -5.241 -0.0006
H -0.757 3.051 -6.795 0.0000
H -4.152 0.178 -2.079 -0.0010
C 1.212 1.853 2.889 0.0011
H 3.468 0.820 -2.688 0.0000
H 2.662 2.598 0.853 0.0003
O -0.391 -2.046 -0.220 0.0199
H 4.322 2.654 0.173 0.0000
H -1.149 -1.771 -2.736 -0.0004
C 1.513 -4.754 -1.649 0.0003
C -1.295 0.095 2.952 0.0113
C -0.481 -4.893 -0.212 0.0000
C 0.284 2.728 2.288 -0.0019
C 0.358 4.111 4.289 -0.0003
Cl -3.689 -0.119 0.951 0.0496
C -1.641 0.002 -1.542 -0.2693
H 1.036 -5.410 -2.412 0.0000
Se -0.479 2.418 0.625 -0.0194
N 3.098 1.258 -0.700 0.0005
H 2.176 -4.045 -2.151 0.0000
H 1.518 3.327 5.951 0.0001
C 1.677 2.086 4.177 0.0000
C 0.080 1.811 -3.742 -0.0016
H 3.822 1.323 1.258 0.0000
H -1.996 0.888 2.651 0.0021
H 3.558 2.561 -2.271 0.0000
C -0.062 3.906 2.975 0.0000
H 2.401 1.409 4.623 0.0000
C 3.497 2.010 0.471 0.0003
C 3.806 1.542 -1.932 0.0000
C 2.511 0.049 -0.503 0.0012
H 0.026 4.994 4.830 -0.0001
N 0.495 -4.050 -0.868 0.0010
H 1.318 -2.213 -1.356 0.0004
H -3.810 1.482 -3.194 -0.0023
H 2.895 -0.811 -1.136 0.0000
H 4.895 1.470 -1.762 0.0000
H -1.225 -1.791 5.330 0.0002
C 0.813 4.106 -3.935 0.0001
H -2.128 -2.032 -1.280 0.0034
H -1.801 2.107 -1.611 -0.0045
H -4.296 1.803 -1.524 0.0005
H 0.045 -1.749 4.069 0.0000
C -3.695 1.146 -2.145 -0.0164
C 0.483 -2.700 -0.823 0.0040
H 1.352 4.951 -3.517 0.0000
H -0.010 -5.452 0.597 0.0000
H -1.042 1.133 6.012 0.0001
N -1.084 -0.004 4.280 0.0064
C -1.742 0.905 5.199 0.0004
H -0.260 -0.347 -3.683 -0.0017
H 2.117 -5.422 -1.002 0.0001
H -0.683 4.644 2.474 -0.0005
C -0.465 -1.176 4.846 0.0006
```

3.
This record from the Open Molecules 2025 dataset describes a structure of composition C26H39ClN3O4TeTm at a distorted geometry. The level of theory is the ωB97M-V functional and the def2-TZVPD basis.

E_LUMO (spin up / spin down) ... -0.15 / -0.15 eV
Molecular weight ... 789.60 g/mol
HOMO level (spin up / spin down) ... -5.757 / -5.751 eV
Multiplicity ... 3

The geometry in XYZ format:
```
75
Properties=species:S:1:pos:R:3:lowdin_spin:R:1
C -4.635 2.846 -3.540 0.0000
H 3.068 -4.270 3.401 0.0000
H -5.655 3.147 -3.789 0.0000
H -3.568 -2.829 2.825 -0.0001
H 0.859 2.781 0.399 0.0001
C 0.308 -4.907 3.075 0.0000
H 0.389 -1.208 5.392 0.0000
C 1.382 -0.387 -3.568 0.0003
H 2.567 1.972 -0.789 0.0000
H -0.755 4.347 0.234 0.0000
C -4.273 2.430 -2.257 0.0000
O -0.289 3.940 -1.712 0.0000
C 2.352 -3.448 3.452 0.0000
C -2.452 -2.962 4.698 0.0000
H -1.902 -0.725 -2.662 0.0002
H -1.753 -1.633 -5.130 0.0000
H -1.566 2.434 -4.996 0.0000
H 2.233 -1.081 -3.460 0.0000
C -3.669 2.855 -4.550 0.0000
H 0.216 2.514 -3.043 0.0000
H -0.856 1.785 3.414 0.0000
O 2.757 -0.081 -0.770 -0.0027
N 1.160 -3.774 2.679 0.0001
H -0.634 -4.866 2.510 0.0000
H 0.074 -4.848 4.146 0.0000
H 5.571 2.859 -2.133 0.0000
N -0.887 2.713 1.508 -0.0004
Tm 0.749 -0.795 -0.458 2.0087
C -1.425 3.960 1.003 0.0000
H 1.775 0.598 -3.266 0.0002
C -2.706 -2.499 3.405 -0.0002
H -0.031 -0.387 3.069 0.0000
C -0.598 3.088 -2.516 0.0000
H -2.203 2.903 3.064 0.0000
C -0.972 -1.084 -3.121 0.0008
H 6.093 0.126 -0.459 0.0000
H -2.636 1.725 -1.009 0.0000
Cl 0.833 -3.147 -1.390 -0.0012
C -2.327 2.613 -4.234 0.0000
H -1.516 4.646 1.849 0.0000
H -3.125 -3.696 5.151 0.0000
C 3.230 1.107 -0.885 0.0002
H 0.039 -3.368 0.996 0.0001
C -0.702 -1.114 3.537 -0.0001
C 0.257 -0.809 -2.693 -0.0017
H 4.244 3.405 -1.075 0.0000
H 1.171 -0.289 -4.646 0.0000
C 5.425 0.212 -1.320 0.0000
C -0.479 -1.577 4.832 0.0000
C -1.970 2.611 -2.876 0.0000
H -2.203 1.253 2.359 0.0000
C -2.931 2.215 -1.936 0.0000
C 5.053 2.678 -1.184 0.0000
C -1.575 2.111 2.649 0.0000
H 4.842 -0.699 -1.424 0.0000
O 0.227 0.870 0.777 -0.0010
H -3.937 3.054 -5.585 0.0000
H -1.725 -2.936 -3.948 0.0000
H -1.142 -2.878 6.425 0.0000
C 0.863 -3.025 1.633 0.0002
H -0.210 -2.354 -4.645 0.0000
H 6.037 0.379 -2.207 0.0000
C -1.801 -1.601 2.791 -0.0003
H 0.805 -5.861 2.858 0.0000
C 0.118 2.130 0.873 -0.0002
N 4.507 1.325 -1.144 0.0005
C -1.201 -2.035 -4.283 0.0000
Te -2.190 -1.135 0.777 -0.0021
H 2.790 -2.547 3.026 0.0000
O 1.430 -1.940 1.328 -0.0013
H -2.415 3.792 0.548 0.0000
H 5.780 2.832 -0.375 0.0000
C -1.344 -2.506 5.414 -0.0001
H -5.043 2.319 -1.523 0.0000
H 2.098 -3.276 4.500 0.0000
```